Entry from the OMol25 dataset: a structure of composition C5H7ErO3 (wB97M-V/def2-TZVPD).

```
16
Properties=species:S:1:pos:R:3:lowdin_spin:R:1
H -2.748 0.746 1.774 0.000
O -1.394 0.261 0.215 0.000
H -1.267 -5.999 1.380 0.016
C -2.139 1.370 1.114 0.000
H -3.827 2.580 0.574 0.000
Er 5.071 2.808 -2.050 2.985
C -1.796 -4.347 0.246 0.194
H -2.226 3.091 -0.020 0.000
H -1.034 -6.119 -0.507 0.016
C -1.332 -5.565 0.382 0.524
O 0.702 0.326 -0.790 0.014
C -2.880 2.223 0.154 0.000
C -0.324 0.279 -0.305 0.001
O -2.221 -3.267 0.126 0.249
H -1.293 1.842 1.620 0.000
H -3.042 1.717 -0.805 0.000
```

## Properties
ΔE to the lowest compared entry with this formula, charge and spin, kcal/mol: 0.0
2S+1: 5
Charge: +3
⟨S²⟩: 6.01
HOMO-LUMO gap (alpha / beta), eV: 4.2 / 2.5